{
  "formula": "C23H47NO2S2Si2Yb",
  "method": "ωB97M-V/def2-TZVPD",
  "elements": ["O", "O", "C", "C", "H", "H", "H", "H", "H", "C", "C", "H", "H", "H", "H", "H", "C", "C", "C", "H", "H", "H", "H", "H", "C", "H", "H", "H", "H", "H", "H", "Yb", "C", "Si", "H", "H", "C", "C", "C", "C", "Si", "H", "H", "C", "C", "C", "H", "H", "H", "H", "H", "H", "H", "H", "H", "H", "H", "H", "H", "H", "H", "H", "H", "H", "S", "C", "N", "C", "C", "C", "C", "C", "C", "S", "H", "H", "H", "H"],
  "coordinates": [[-0.414, -0.996, -2.072], [0.658, 0.609, -3.292], [0.262, -2.216, -2.464], [-0.409, -3.515, -1.975], [1.288, -2.213, -2.107], [0.398, -2.255, -3.544], [-0.486, -3.534, -0.889], [0.178, -4.384, -2.272], [-1.409, -3.642, -2.388], [-1.676, -0.858, -2.779], [-1.737, -1.092, -4.311], [-2.037, 0.146, -2.574], [-2.401, -1.543, -2.353], [-0.970, -0.528, -4.839], [-2.701, -0.773, -4.706], [-1.615, -2.142, -4.569], [0.185, 1.950, -3.144], [1.924, 0.324, -3.880], [-0.718, 2.368, -4.307], [1.014, 2.648, -3.023], [-0.410, 2.011, -2.235], [-0.209, 2.317, -5.265], [-1.061, 3.393, -4.172], [-1.601, 1.735, -4.367], [1.935, 0.588, -5.386], [2.168, -0.722, -3.708], [2.705, 0.909, -3.401], [1.096, 0.096, -5.878], [2.853, 0.213, -5.835], [1.883, 1.654, -5.598], [0.362, -0.041, -2.544], [0.019, -0.037, 1.670], [1.598, -0.034, 0.369], [3.445, 0.440, 0.548], [1.342, -1.060, 0.606], [0.900, 0.738, 0.066], [4.437, -0.737, -0.525], [4.265, 0.258, 2.221], [3.768, 2.207, 0.019], [-1.747, -1.079, 1.131], [-3.329, -0.031, 1.025], [-1.663, -1.265, 2.192], [-1.955, -2.072, 0.738], [-4.567, -0.821, -0.137], [-2.942, 1.688, 0.420], [-4.161, 0.045, 2.695], [3.204, 2.477, -0.870], [4.824, 2.365, -0.193], [3.486, 2.902, 0.809], [4.119, -1.766, -0.373], [5.498, -0.680, -0.284], [4.344, -0.514, -1.584], [3.964, -0.640, 2.752], [4.068, 1.123, 2.848], [5.347, 0.210, 2.105], [-3.310, 1.850, -0.592], [-1.870, 1.864, 0.409], [-3.396, 2.444, 1.059], [-5.080, 0.626, 2.643], [-3.524, 0.513, 3.437], [-4.421, -0.951, 3.052], [-5.563, -0.412, 0.029], [-4.624, -1.898, 0.019], [-4.323, -0.642, -1.182], [0.706, -2.546, 2.386], [0.412, -1.657, 3.948], [0.059, -0.352, 3.869], [-0.103, 0.199, 5.093], [-0.447, 1.523, 5.354], [-0.558, 1.930, 6.697], [-0.324, 1.017, 7.748], [0.023, -0.312, 7.470], [0.129, -0.696, 6.139], [0.543, -2.220, 5.531], [-0.622, 2.220, 4.547], [-0.822, 2.954, 6.927], [-0.411, 1.344, 8.776], [0.206, -1.020, 8.268]],
  "mulliken_charge": [0.058, 0.393, -0.473, -1.433, 0.417, 0.398, 0.243, 0.439, 0.330, -0.013, -1.602, 0.199, 0.542, 0.158, 0.463, 0.356, -0.117, -0.011, -1.247, 0.427, 0.067, 0.282, 0.473, 0.245, -1.395, 0.346, 0.174, 0.301, 0.424, 0.346, 0.293, -0.278, -0.282, 0.087, -0.080, 0.465, -1.061, -1.117, -1.011, -0.497, 0.382, 0.546, 0.357, -1.042, -1.004, -1.147, 0.193, 0.339, 0.344, 0.317, 0.370, 0.261, 0.315, 0.325, 0.334, 0.323, 0.166, 0.428, 0.332, 0.311, 0.313, 0.362, 0.328, 0.258, -0.331, 0.438, 0.039, -0.264, -0.440, -0.731, -0.537, -0.536, 1.049, -0.251, 0.362, 0.389, 0.393, 0.396],
  "orbital_gap_ev": [7.295, 7.294],
  "homo_ha": [-0.3682, -0.3677],
  "de_lowest_ev": 4.330,
  "spin_multiplicity": 2,
  "mol_weight_g_mol": 662.98,
  "lumo_energy_ev": [-2.7, -2.7],
  "fmax_ha_per_bohr": 0.1050,
  "total_charge": 1
}